No. 1
104
Properties=species:S:1:pos:R:3 method="wB97M-V/def2-TZVPD" orbital_gap_ev="4.9 / 5.4" homo_ha="-0.1717 / -0.2927" multiplicity=5 lumo_energy_ha="0.0089 / -0.0926"
Co -0.087 -0.116 -0.126
C 2.040 -4.175 4.006
C 2.653 -2.769 3.978
C 2.455 -2.110 2.651
C 3.319 -2.013 1.604
C 4.724 -2.511 1.492
C 4.812 -3.783 0.638
C 2.606 -1.333 0.549
C 3.201 -0.916 -0.644
C 2.555 -0.167 -1.623
C 3.204 0.379 -2.776
C 4.674 0.324 -3.047
C 5.437 1.412 -2.281
C 2.227 1.017 -3.497
C 1.009 0.850 -2.767
C -0.232 1.332 -3.199
C -1.416 1.210 -2.483
N -1.522 0.684 -1.233
C -2.861 0.758 -0.924
C -3.415 0.419 0.303
C -2.702 -0.072 1.378
N -1.374 -0.394 1.353
C -1.093 -0.827 2.624
C 0.111 -1.345 3.034
C 1.228 -1.500 2.217
N 1.321 -1.071 0.914
C -2.270 -0.752 3.473
C -3.274 -0.296 2.693
C -4.684 0.016 3.077
C -4.864 1.507 3.398
C -2.303 -1.106 4.924
C -1.777 0.037 5.803
C -3.611 1.311 -2.018
C -2.708 1.607 -2.991
C -2.949 2.245 -4.323
C -2.764 3.766 -4.263
C -5.099 1.464 -2.042
C -5.809 0.120 -2.250
N 1.208 0.122 -1.624
C 2.370 1.804 -4.762
C 2.457 3.311 -4.485
H 2.183 -4.644 4.981
H 2.505 -4.808 3.249
H 0.970 -4.132 3.797
H 3.719 -2.836 4.200
H 2.199 -2.164 4.766
H 5.116 -2.719 2.489
H 5.359 -1.738 1.050
H 4.217 -4.582 1.083
H 5.844 -4.131 0.560
H 4.431 -3.598 -0.368
H 4.254 -1.113 -0.785
H 4.851 0.447 -4.117
H 5.071 -0.655 -2.761
H 5.113 2.403 -2.599
H 6.511 1.332 -2.461
H 5.258 1.326 -1.208
H -0.272 1.829 -4.158
H -4.474 0.585 0.445
H 0.193 -1.660 4.065
H -4.968 -0.576 3.948
H -5.362 -0.256 2.264
H -4.263 1.786 4.264
H -5.907 1.737 3.618
H -4.541 2.122 2.556
H -1.695 -1.998 5.098
H -3.325 -1.346 5.218
H -0.748 0.286 5.541
H -1.812 -0.240 6.858
H -2.384 0.933 5.666
H -3.964 2.015 -4.654
H -2.264 1.827 -5.065
H -3.474 4.206 -3.561
H -2.926 4.219 -5.243
H -1.758 4.019 -3.926
H -5.383 2.145 -2.845
H -5.440 1.909 -1.103
H -5.527 -0.314 -3.210
H -6.893 0.248 -2.237
H -5.537 -0.589 -1.467
H 1.517 1.612 -5.418
H 3.268 1.483 -5.293
H 1.581 3.649 -3.929
H 2.521 3.877 -5.416
H 3.339 3.537 -3.885
F 0.820 2.480 -0.323
C 0.403 1.606 0.621
F -0.652 2.204 1.223
F 1.382 1.567 1.547
S -1.181 -2.494 -0.953
C -0.224 -3.184 -2.174
N -0.735 -4.160 -2.948
C -0.083 -4.703 -4.136
C 0.957 -3.709 -4.624
C 1.855 -3.352 -3.453
N 1.035 -2.811 -2.383
H -1.675 -4.436 -2.723
H -0.839 -4.880 -4.901
H 0.391 -5.662 -3.905
H 0.454 -2.805 -4.977
H 1.537 -4.134 -5.442
H 2.602 -2.609 -3.729
H 2.377 -4.250 -3.103
H 1.354 -2.006 -1.866

---

No. 2
18
Properties=species:S:1:pos:R:3 method="wB97M-V/def2-TZVPD" orbital_gap_ev=8.7 homo_ha=-0.2903 multiplicity=1 lumo_energy_ha=0.0291 smiles=CNCCN.O relative_energy_kcal_mol=21.5
C 0.311 0.018 -2.253
N 1.079 -0.373 -1.058
C 0.405 -1.051 -0.004
C 0.470 -0.302 1.366
N 0.374 -1.228 2.481
H 0.252 -0.812 -2.967
H -0.700 0.245 -1.948
H 0.862 0.847 -2.689
H 2.065 -0.418 -1.182
H 0.749 -2.068 0.223
H -0.659 -1.165 -0.225
H -0.279 0.494 1.377
H 1.438 0.195 1.449
H -0.551 -1.475 2.770
H 0.963 -1.042 3.257
O -2.164 2.382 -0.564
H -1.931 3.230 -0.109
H -2.357 1.786 0.149

---

No. 3
27
Properties=species:S:1:pos:R:3 method="wB97M-V/def2-TZVPD" orbital_gap_ev="8.3 / 7.4" homo_ha="-0.3066 / -0.3036" multiplicity=1 lumo_energy_ha="-0.0001 / -0.0333" relative_energy_kcal_mol=82.9
C -0.049 -0.288 0.217
C 0.437 -0.521 1.399
C 0.263 -1.216 -0.954
C 1.295 -1.341 2.194
C 1.645 -0.948 -1.584
C -1.071 1.748 1.232
C -2.400 0.325 -0.323
C -0.529 1.739 -1.204
C -1.000 0.879 -0.029
N 2.438 -2.039 1.536
O 2.631 -1.833 -1.139
S 3.350 -1.604 0.407
H 0.257 -2.249 -0.601
H -0.508 -1.115 -1.715
H 1.771 -0.749 2.985
H 0.710 -2.131 2.682
H 1.589 -1.099 -2.669
H 1.953 0.090 -1.400
H -1.425 1.160 2.075
H -0.091 2.149 1.480
H -1.756 2.579 1.076
H -2.447 -0.137 -1.306
H -3.129 1.132 -0.295
H -2.680 -0.416 0.422
H 0.413 2.230 -0.970
H -1.272 2.507 -1.412
H -0.395 1.146 -2.105

---

No. 4
22
Properties=species:S:1:pos:R:3 method="wB97M-V/def2-TZVPD" orbital_gap_ev=10.0 homo_ha=-0.3564 multiplicity=1 lumo_energy_ha=0.0121 smiles="O=NN(O)N1CCC[C@@H]1CO" relative_energy_kcal_mol=115.5
O -0.998 1.229 2.766
N -0.689 1.590 1.599
N -0.409 0.517 0.820
O -0.986 -0.635 1.283
N -0.252 0.794 -0.510
C -1.487 0.503 -1.315
C -1.273 -0.881 -1.887
C 0.146 -1.357 -1.362
C 0.830 -0.075 -0.989
C 1.907 -0.239 0.082
O 3.061 -0.764 -0.531
H -0.921 -0.507 2.291
H -2.294 0.614 -0.627
H -1.649 1.298 -2.043
H -1.289 -0.957 -2.999
H -2.045 -1.599 -1.470
H 0.588 -1.978 -2.177
H 0.005 -2.046 -0.483
H 1.258 0.377 -1.879
H 1.441 -0.919 0.786
H 2.048 0.804 0.490
H 2.957 -1.734 -0.578

---

| no. | molecular weight (g/mol) |
| --- | --- |
| 1 | 776.90 |
| 2 | 92.14 |
| 3 | 185.29 |
| 4 | 161.16 |